i.
This record from the Open Molecules 2025 dataset describes an isolated ion of composition CH3O2S2 and charge -1. The level of theory is wB97M-V/def2-TZVPD.

## Properties
- net charge = -1
- SMILES = CS(=O)(=O)[S-]
- 2S+1 = 1
- highest occupied orbital energy (Ha) = -0.148
- HOMO-LUMO gap (eV) = 7.841

Each atom is followed by the atoms it is bonded to, with distances in Å.
CARTESIAN COORDINATES (ANGSTROEM)
1 C 0.17 -0.12 -0.16  S5 1.889, H6 1.147, H7 1.090, H8 1.052
2 O 2.38 0.10 -1.49  S5 1.471
3 O 0.41 -0.45 -2.82  S5 1.445
4 S 1.38 -2.65 -1.26  S5 1.952
5 S 1.18 -0.74 -1.64  C1 1.889, O2 1.471, O3 1.445, S4 1.952
6 H -0.73 -0.73 0.20  C1 1.147
7 H 0.91 -0.08 0.64  C1 1.090
8 H -0.24 0.82 -0.38  C1 1.052

Atomic partial charges in e from the natural (NBO) method, atoms 1 to 2: atom 1 (C): -0.855, atom 2 (O): -1.009

ii.
This record from the Open Molecules 2025 dataset describes a 2-piece molecular cluster, CH3O2S2 overall. The level of theory is wB97M-V/def2-TZVPD.

## Properties
- net charge = -1
- 2S+1 = 1
- highest occupied orbital energy (Ha) = -0.150
- HOMO-LUMO gap (eV) = 7.763

Each atom is followed by the atoms it is bonded to, with distances in Å.
CARTESIAN COORDINATES (ANGSTROEM)
1 C 0.16 -0.07 -0.25  S4 1.720, S5 1.924, H6 1.080
2 O -0.98 -2.47 -0.03  S5 1.478
3 O -1.85 -0.55 1.32  S5 1.530
4 S -0.79 1.35 -0.35  C1 1.720, H8 1.444
5 S -0.63 -1.39 0.91  C1 1.924, O2 1.478, O3 1.530
6 H 0.53 -0.47 -1.18  C1 1.080
7 H 1.57 0.13 0.56  no bonds
8 H -1.67 0.67 0.58  S4 1.444

Atomic partial charges in e from the natural (NBO) method, atoms 1 to 2: atom 1 (C): -0.719, atom 2 (O): -1.038

iii.
This record from the Open Molecules 2025 dataset describes an isolated ion of composition CH3O2S2 and charge -1. The level of theory is wB97M-V/def2-TZVPD.

## Properties
- net charge = -1
- SMILES = CS(=O)(=O)[S-]
- 2S+1 = 1
- highest occupied orbital energy (Ha) = -0.150
- HOMO-LUMO gap (eV) = 7.805

Each atom is followed by the atoms it is bonded to, with distances in Å.
CARTESIAN COORDINATES (ANGSTROEM)
1 C 1.14 0.10 -0.10  S5 2.244, H6 1.103, H7 1.144, H8 1.061
2 O -1.17 -0.16 1.58  S5 1.449
3 O -1.15 -1.54 -0.51  S5 1.490
4 S -1.88 1.28 -0.78  S5 1.917
5 S -1.07 -0.20 0.14  C1 2.244, O2 1.449, O3 1.490, S4 1.917
6 H 1.45 0.63 -1.02  C1 1.103
7 H 1.29 0.83 0.76  C1 1.144
8 H 1.39 -0.94 -0.07  C1 1.061

Atomic partial charges in e from the natural (NBO) method, atoms 1 to 2: atom 1 (C): -0.830, atom 2 (O): -0.982

Most stable of them? i.

i.
This record from the Open Molecules 2025 dataset describes a 2-piece molecular cluster, C4H13NOS2 overall. The level of theory is wB97M-V/def2-TZVPD.

## Properties
- net charge = +1
- 2S+1 = 2
- highest occupied orbital energy (spin up / spin down) (Ha) = -0.459 / -0.458
- HOMO-LUMO gap (spin up / spin down) (eV) = 9.417 / 4.935

Each atom is followed by the atoms it is bonded to, with distances in Å.
CARTESIAN COORDINATES (ANGSTROEM)
1 S -2.60 1.41 0.63  S2 2.017, H8 1.346
2 S -0.94 2.42 1.17  S1 2.017, C3 1.828
3 C 0.36 1.78 0.06  S2 1.828, C4 1.525, H9 1.085, H10 1.091
4 C 1.06 0.60 0.72  C3 1.525, C5 1.538, H11 1.081, H12 1.105
5 C 0.12 -0.61 0.86  C4 1.538, N6 1.407, H13 1.096, H14 1.104
6 N 0.77 -1.85 0.83  C5 1.407, C7 1.424, H15 1.009
7 C 0.10 -3.10 1.03  N6 1.424, H16 1.093, H17 1.057, H18 1.098
8 H -3.09 2.18 -0.35  S1 1.346
9 H 1.07 2.60 -0.03  C3 1.085
10 H -0.04 1.50 -0.91  C3 1.091
11 H 1.53 0.85 1.66  C4 1.081
12 H 1.87 0.27 0.04  C4 1.105
13 H -0.51 -0.51 1.75  C5 1.096
14 H -0.64 -0.55 0.06  C5 1.104
15 H 1.70 -1.83 0.45  N6 1.009
16 H -0.96 -2.94 1.21  C7 1.093
17 H 0.57 -3.57 1.86  C7 1.057
18 H 0.22 -3.80 0.19  C7 1.098
19 H -0.67 1.07 -3.92  O21 0.962
20 H 0.51 2.10 -3.65  O21 0.960
21 O -0.45 1.97 -3.66  H19 0.962, H20 0.960

Atomic partial charges in e from the natural (NBO) method, atoms 1 to 2: atom 1 (S): -0.140, atom 2 (S): 0.126

ii.
This record from the Open Molecules 2025 dataset describes a 2-piece molecular cluster, C4H13NOS2 overall. The level of theory is wB97M-V/def2-TZVPD.

## Properties
- net charge = +1
- 2S+1 = 2
- highest occupied orbital energy (spin up / spin down) (Ha) = -0.493 / -0.487
- HOMO-LUMO gap (spin up / spin down) (eV) = 10.130 / 5.522

Each atom is followed by the atoms it is bonded to, with distances in Å.
CARTESIAN COORDINATES (ANGSTROEM)
1 S -3.10 -0.50 1.31  S2 1.823, H8 1.325
2 S -2.20 1.08 1.39  S1 1.823, C3 1.790
3 C -0.55 0.80 2.04  S2 1.790, C4 1.568, H9 1.100, H10 1.205
4 C 0.53 0.31 1.01  C3 1.568, N5 1.474, H11 1.248, H12 1.257
5 N -0.20 -0.18 -0.17  C4 1.474, C6 1.535, H13 1.036
6 C 0.12 -1.57 -0.76  N5 1.535, C7 1.640, H14 1.118, H15 1.002
7 C 1.41 -1.62 -1.77  C6 1.640, H16 1.162, H17 1.019, H18 1.013
8 H -2.48 -1.42 0.59  S1 1.325
9 H -0.53 0.17 2.94  C3 1.100
10 H -0.09 1.89 2.28  C3 1.205
11 H 1.26 -0.62 1.40  C4 1.248
12 H 1.41 1.19 0.78  C4 1.257
13 H -0.21 0.53 -0.92  N5 1.036
14 H 0.52 -2.23 0.06  C6 1.118
15 H -0.73 -1.87 -1.19  C6 1.002
16 H 0.99 -1.60 -2.86  C7 1.162
17 H 2.08 -2.38 -1.66  C7 1.019
18 H 1.90 -0.74 -1.71  C7 1.013
19 H -0.33 3.54 -1.18  O21 0.858
20 H 0.10 2.16 -0.94  O21 0.937
21 O 0.11 3.05 -0.63  H19 0.858, H20 0.937

Atomic partial charges in e from the natural (NBO) method, atoms 1 to 2: atom 1 (S): 0.185, atom 2 (S): 0.579

Most stable of them? i.

i.
This record from the Open Molecules 2025 dataset describes a 2-piece molecular cluster, C4H10N2O4S overall. The level of theory is wB97M-V/def2-TZVPD.

## Properties
- 2S+1 = 1
- highest occupied orbital energy (spin up / spin down) (Ha) = -0.309 / -0.260
- HOMO-LUMO gap (spin up / spin down) (eV) = 8.645 / 7.319

Each atom is followed by the atoms it is bonded to, with distances in Å.
CARTESIAN COORDINATES (ANGSTROEM)
1 C 1.04 -0.63 1.29  C2 1.497, N5 1.409, O8 1.220
2 C 0.70 -1.36 2.56  C1 1.497, H12 1.161, H13 1.081, H14 1.006
3 C -2.43 -0.30 -1.30  H15 1.106, H16 1.025, H17 1.031
4 C -0.12 0.96 -0.27  N5 1.337, N6 1.322, S11 1.776
5 N 0.10 0.33 0.89  C1 1.409, C4 1.337, H18 1.012
6 N -0.29 2.24 -0.54  C4 1.322, H19 1.031, H21 0.971
7 O 0.05 0.69 -2.95  S11 1.405
8 O 1.98 -1.00 0.61  C1 1.220
9 O 0.46 -1.25 -1.40  S11 1.435
10 O 2.00 0.50 -1.43  S11 1.584, H20 0.978
11 S 0.49 0.15 -1.73  C4 1.776, O7 1.405, O9 1.435, O10 1.584
12 H 0.49 -2.41 2.11  C2 1.161
13 H -0.11 -1.01 3.17  C2 1.081
14 H 1.56 -1.50 3.07  C2 1.006
15 H -2.48 -1.26 -0.75  C3 1.106
16 H -3.23 0.23 -0.97  C3 1.025
17 H -1.96 -0.21 -2.22  C3 1.031
18 H -0.47 0.57 1.69  N5 1.012
19 H -0.24 2.88 0.27  N6 1.031
20 H 2.25 -0.17 -0.76  O10 0.978
21 H 0.19 2.54 -1.32  N6 0.971

Atomic partial charges in e from the natural (NBO) method, atoms 1 to 2: atom 1 (C): 0.705, atom 2 (C): -0.704

ii.
This record from the Open Molecules 2025 dataset describes C4H10N2O4S in the gas phase. The level of theory is wB97M-V/def2-TZVPD.

## Properties
- SMILES = [H]/N=C(\O)[C@@](C)(CN)S(=O)(=O)O
- 2S+1 = 1
- highest occupied orbital energy (Ha) = -0.377
- HOMO-LUMO gap (eV) = 10.711

Each atom is followed by the atoms it is bonded to, with distances in Å.
CARTESIAN COORDINATES (ANGSTROEM)
1 C 0.44 1.67 -0.15  C4 1.511, N5 1.286, O8 1.334
2 C 0.09 -0.36 1.38  C4 1.554, H12 1.054, H13 1.127, H14 1.116
3 C -0.17 -0.79 -1.16  C4 1.693, N6 1.467, H15 1.164, H16 1.095
4 C 0.59 0.18 0.01  C1 1.511, C2 1.554, C3 1.693, S11 1.857
5 N 1.58 2.22 -0.34  C1 1.286, H18 1.021
6 N -1.62 -0.57 -1.05  C3 1.467, H19 0.923, H20 1.010
7 O 2.53 -1.69 0.26  S11 1.431
8 O -0.83 2.05 -0.02  C1 1.334, H21 0.965
9 O 2.57 -0.19 -1.71  S11 1.438
10 O 3.19 0.63 0.53  S11 1.572, H17 0.969
11 S 2.33 -0.39 -0.30  C4 1.857, O7 1.431, O9 1.438, O10 1.572
12 H -0.86 -0.80 1.26  C2 1.054
13 H 0.89 -1.12 1.63  C2 1.127
14 H -0.09 0.49 2.07  C2 1.116
15 H 0.17 -0.38 -2.19  C3 1.164
16 H 0.18 -1.81 -0.98  C3 1.095
17 H 3.15 1.41 -0.05  O10 0.969
18 H 1.66 3.24 -0.35  N5 1.021
19 H -1.98 -1.38 -0.79  N6 0.923
20 H -2.00 -0.27 -1.94  N6 1.010
21 H -1.40 1.27 -0.01  O8 0.965

Atomic partial charges in e from the natural (NBO) method, atoms 1 to 2: atom 1 (C): 0.595, atom 2 (C): -0.653

Most stable of them? ii.